Below is a structure of composition C27H30O25Pd2 at a distorted geometry, with properties calculated with ωB97M-V/def2-TZVPD.

Structure (ORCA input):
```
! RIJCOSX wB97M-V def2-TZVPD def2/J DEFGRID3
* xyz 2 5
Pd -2.92 -3.36 0.49
Pd 3.04 2.13 0.58
C 0.89 -1.58 -0.24
C -0.31 -2.14 0.32
C -0.99 -1.37 1.55
O -2.05 -1.87 1.94
C -0.26 -0.16 2.02
C 0.79 0.35 1.42
C 1.36 -0.37 0.25
O 2.48 -0.01 -0.32
O 1.09 1.59 1.70
O -0.93 -3.08 -0.13
H 1.37 -2.02 -1.10
H -0.84 0.35 2.77
C -0.75 5.38 3.27
C -0.47 4.14 2.44
O -1.13 4.52 1.26
C -2.19 5.27 1.56
O -3.12 5.43 0.80
O -2.01 5.78 2.78
H -0.03 6.20 3.25
H -0.85 5.07 4.32
H -0.85 3.19 2.82
H 0.61 4.14 2.27
C 5.08 -2.40 -1.87
C 5.75 -1.74 -0.69
O 7.04 -1.53 -1.13
C 7.08 -1.48 -2.39
O 8.06 -1.14 -3.05
O 5.88 -1.79 -2.89
H 4.05 -2.09 -2.05
H 5.23 -3.47 -1.94
H 5.73 -2.49 0.10
H 5.12 -0.97 -0.24
C 1.84 -6.09 0.85
C 1.55 -5.44 -0.43
O 2.85 -5.11 -0.97
C 3.76 -5.45 -0.09
O 4.97 -5.23 -0.14
O 3.23 -6.22 0.91
H 1.31 -7.05 0.85
H 1.51 -5.51 1.71
H 1.04 -4.47 -0.37
H 0.97 -6.10 -1.07
C 0.93 6.07 -1.51
C -0.03 5.31 -2.38
O 0.43 4.00 -2.51
C 1.45 3.85 -1.56
O 1.94 2.78 -1.24
O 1.58 5.04 -0.85
H 0.45 6.80 -0.86
H 1.66 6.70 -2.02
H -0.13 5.92 -3.29
H -1.03 5.21 -1.96
C -5.03 0.24 4.73
C -4.42 0.06 3.36
O -3.62 1.21 3.16
C -3.83 2.08 4.15
O -3.42 3.23 4.19
O -4.64 1.57 5.06
H -4.69 -0.57 5.38
H -6.11 0.15 4.62
H -5.13 0.01 2.54
H -3.80 -0.83 3.30
C 1.14 -4.02 -3.99
C 1.03 -3.00 -5.08
O -0.09 -3.39 -5.83
C -0.78 -4.36 -5.19
O -1.87 -4.82 -5.56
O -0.14 -4.74 -3.99
H 1.23 -3.52 -3.03
H 2.00 -4.69 -4.09
H 1.90 -3.03 -5.73
H 0.79 -1.98 -4.77
C -3.47 2.32 0.40
C -4.91 2.26 0.49
O -5.26 0.92 0.38
C -4.15 0.21 0.23
O -4.10 -0.99 -0.05
O -3.09 1.00 0.31
H -3.02 2.60 1.35
H -3.09 3.04 -0.33
H -5.39 2.81 -0.32
H -5.31 2.75 1.37
*
```

- energy above the lowest of the compared OMol25 structures with the same formula, charge and spin (eV) = 1.0222
- LUMO (spin up / spin down) (eV) = -8.77 / -10.55
- <S²> = 6.042

Below is the molecule C27H30O6, with properties calculated with ωB97M-V/def2-TZVPD.

Structure (ORCA input):
```
! RIJCOSX wB97M-V def2-TZVPD def2/J DEFGRID3
* xyz 0 1
C -10.12 -1.34 -0.12
C -8.64 -1.14 0.00
C -8.10 -1.23 1.39
C -7.89 -0.91 -1.07
C -6.40 -0.70 -1.04
O -6.13 0.54 -0.39
C -4.84 0.95 -0.26
C -4.66 2.17 0.38
C -3.39 2.68 0.56
C -2.26 2.00 0.09
C -0.95 2.58 0.29
C 0.22 2.11 -0.17
C 1.47 2.82 0.10
O 1.51 3.96 0.54
C 2.71 2.10 -0.29
C 3.75 2.82 -0.88
C 4.90 2.21 -1.31
C 5.05 0.83 -1.16
O 6.20 0.30 -1.63
C 6.42 -1.10 -1.52
C 6.47 -1.65 -0.12
C 7.01 -1.06 0.94
C 6.97 -1.71 2.29
C 7.66 0.29 0.92
C 4.04 0.10 -0.53
C 2.89 0.72 -0.08
O 1.91 0.08 0.62
C 2.02 -1.30 0.83
C 1.89 -2.10 -0.46
O 1.41 -1.70 -1.48
O 2.36 -3.34 -0.31
C -2.46 0.77 -0.54
C -3.73 0.25 -0.72
H -10.65 -0.53 0.39
H -10.41 -2.27 0.36
H -10.44 -1.37 -1.15
H -8.81 -0.81 2.10
H -7.15 -0.70 1.49
H -7.94 -2.28 1.65
H -8.35 -0.84 -2.05
H -6.01 -0.67 -2.06
H -5.91 -1.52 -0.50
H -5.53 2.70 0.73
H -3.26 3.63 1.06
H -0.92 3.49 0.87
H 0.29 1.21 -0.76
H 3.61 3.89 -1.00
H 5.69 2.76 -1.78
H 7.39 -1.25 -2.02
H 5.66 -1.64 -2.10
H 6.03 -2.63 -0.01
H 7.99 -1.90 2.65
H 6.44 -2.66 2.27
H 6.49 -1.05 3.01
H 6.95 1.05 1.23
H 8.50 0.31 1.61
H 8.01 0.55 -0.08
H 4.18 -0.96 -0.39
H 2.94 -1.58 1.35
H 1.17 -1.56 1.47
H 2.24 -3.86 -1.12
H -1.61 0.21 -0.90
H -3.84 -0.71 -1.21
*
```

- energy above the lowest of the compared OMol25 structures with the same formula, charge and spin (eV) = 0.1032
- LUMO (eV) = 0.18
- SMILES string = CC(C)=CCOc1ccc(/C=C/C(=O)c2ccc(OCC=C(C)C)cc2OCC(=O)O)cc1

Below is a structure of composition C27H31AgAsN3OS5 at a distorted geometry, with properties calculated with ωB97M-V/def2-TZVPD.

Structure (ORCA input):
```
! RIJCOSX wB97M-V def2-TZVPD def2/J DEFGRID3
* xyz 0 1
Ag -0.46 1.83 0.60
O -1.19 -0.27 1.01
As -1.18 -1.34 -0.21
C -2.96 -1.32 -1.00
C -4.02 -1.26 -0.10
C -5.32 -1.17 -0.57
C -5.56 -1.11 -1.93
C -4.50 -1.13 -2.82
C -3.20 -1.24 -2.36
C 0.05 -1.06 -1.68
C 0.14 -2.06 -2.64
C 0.98 -1.90 -3.73
C 1.72 -0.73 -3.87
C 1.61 0.27 -2.92
C 0.77 0.11 -1.83
C -0.76 -3.07 0.59
C -1.59 -3.48 1.61
C -1.28 -4.60 2.37
C -0.12 -5.31 2.10
C 0.72 -4.90 1.08
C 0.41 -3.78 0.32
H -3.81 -1.25 0.96
H -6.14 -1.13 0.13
H -6.57 -1.04 -2.30
H -4.68 -1.05 -3.88
H -2.37 -1.24 -3.06
H -0.45 -2.97 -2.54
H 1.05 -2.67 -4.48
H 2.37 -0.61 -4.72
H 2.17 1.19 -3.03
H 0.66 0.91 -1.09
H -2.48 -2.90 1.84
H -1.92 -4.89 3.18
H 0.13 -6.18 2.69
H 1.63 -5.44 0.88
H 1.08 -3.45 -0.46
C 3.83 -0.31 3.08
N 3.08 -0.18 1.85
C 1.79 -0.83 1.91
C 3.12 1.06 1.23
N 2.05 1.72 0.95
N 4.39 1.49 0.94
C 5.43 0.55 0.58
C 4.65 2.85 0.54
H 3.20 -0.09 3.95
H 4.67 0.37 3.09
H 4.19 -1.34 3.17
H 1.91 -1.81 2.36
H 1.41 -0.95 0.89
H 1.05 -0.25 2.48
H 2.24 2.57 0.44
H 5.04 -0.47 0.61
H 6.29 0.62 1.26
H 5.77 0.76 -0.44
H 4.51 3.00 -0.53
H 5.69 3.08 0.79
H 4.01 3.53 1.10
C -3.82 2.62 -0.83
S -3.13 2.86 0.84
C -2.57 4.52 0.73
C -1.37 4.94 0.24
S -0.15 4.04 -0.52
S -1.11 6.69 0.35
C -2.60 7.11 1.17
S -2.99 8.64 1.59
S -3.62 5.73 1.45
H -4.25 1.62 -0.85
H -3.04 2.73 -1.58
H -4.60 3.37 -0.98
*
```

- energy above the lowest of the compared OMol25 structures with the same formula, charge and spin (eV) = 1.1120
- LUMO (eV) = 0.21

Below is a structure of composition C27H31AlF4N3O6S3, with properties calculated with ωB97M-V/def2-TZVPD.

Structure (ORCA input):
```
! RIJCOSX wB97M-V def2-TZVPD def2/J DEFGRID3
* xyz -1 1
Al 1.60 -1.71 0.02
C 2.35 -3.37 2.63
N 1.14 -3.28 1.82
C 0.69 -4.61 1.45
C 0.10 -2.55 2.52
C 0.49 -1.08 2.68
N 1.38 -0.68 1.60
C 2.06 0.50 1.81
C 3.40 0.63 1.41
F 3.99 -0.43 0.83
C 4.13 1.78 1.61
F 5.41 1.81 1.21
C 3.59 2.88 2.24
C 2.28 2.79 2.64
F 1.68 3.84 3.22
C 1.53 1.65 2.43
F 0.22 1.68 2.77
H 2.15 -3.93 3.56
H 3.12 -3.89 2.06
H 2.71 -2.38 2.87
H 0.44 -5.21 2.35
H -0.19 -4.55 0.82
H 1.46 -5.11 0.87
H -0.82 -2.63 1.94
H -0.09 -2.98 3.52
H -0.44 -0.49 2.72
H 0.98 -0.91 3.65
H 4.16 3.78 2.39
O 1.46 -3.00 -2.65
S 2.30 -4.07 -2.08
O 1.48 -5.13 -1.51
O 3.34 -4.53 -2.96
S 3.28 -3.13 -0.47
C -5.28 2.35 -2.08
C -4.29 1.79 -1.10
C -4.72 1.29 0.12
C -3.82 0.77 1.03
C -2.47 0.75 0.73
C -2.02 1.24 -0.49
N -0.65 1.15 -0.82
C 0.21 2.24 -0.74
C -0.28 3.50 -0.38
C 0.57 4.59 -0.34
C 1.91 4.46 -0.65
C 2.39 3.22 -1.02
C 1.57 2.10 -1.07
C 2.23 0.80 -1.52
O 3.20 0.86 -2.25
O 1.68 -0.31 -1.10
C -2.92 1.76 -1.42
C -2.45 2.29 -2.75
H -6.30 2.25 -1.70
H -5.23 1.85 -3.05
H -5.09 3.41 -2.27
H -5.78 1.31 0.35
H -4.17 0.38 1.98
H -1.74 0.37 1.43
H -0.19 0.27 -0.60
H -1.32 3.61 -0.12
H 0.17 5.56 -0.04
H 2.57 5.32 -0.61
H 3.43 3.09 -1.30
H -1.38 2.16 -2.86
H -2.68 3.35 -2.85
H -2.95 1.78 -3.57
C -0.84 -1.66 -2.97
S -0.84 -2.82 -1.61
C -2.56 -2.60 -1.13
O -0.18 -2.07 -0.42
H -1.30 -2.16 -3.81
H 0.21 -1.45 -3.19
H -1.39 -0.76 -2.70
H -3.18 -2.96 -1.95
H -2.77 -1.55 -0.91
H -2.73 -3.22 -0.25
*
```

- energy above the lowest of the compared OMol25 structures with the same formula, charge and spin (eV) = 0.5622
- LUMO (eV) = 2.08

> Which value of energy above the lowest of the compared OMol25 structures with the same formula, charge and spin does entry 1 give?

1.0222 eV

> Which formula does entry 3 have?

C27H31AgAsN3OS5

> What is the energy above the lowest of the compared OMol25 structures with the same formula, charge and spin in the first record?

1.0222 eV